Computed, not measured: an isolated molecule of C15H19N3O3 in a non-equilibrium geometry, with ωB97M-V/def2-TZVPD.

## Properties
HOMO level, hartree: -0.332
HOMO-LUMO gap, eV: 9.4
SMILES string: C[C@H]1CC[C@]2(CC1)NC(=O)N(CC(=O)c1ccc[nH]1)C2=O
Energy, Eh: -973.0303
Net charge: 0

Atoms and positions in Å:
C  0.50982  -5.09236  -1.87380
C  1.34127  -3.92746  -1.33150
C  0.67585  -3.33485  -0.04208
C  -0.23223  -2.10236  -0.36735
C  0.54698  -0.91297  -0.99391
C  1.75660  -1.43131  -1.80175
C  1.52200  -2.80383  -2.39795
N  -0.25383  -0.10575  -1.89676
C  -0.43310  1.15840  -1.39444
O  -1.28804  1.92679  -1.80173
N  0.42571  1.39393  -0.34210
C  0.34757  2.55120  0.55869
C  -0.88126  2.40951  1.50635
O  -1.50917  1.32841  1.63630
C  -1.30698  3.63078  2.25883
C  -0.69609  4.85912  2.36624
C  -1.51171  5.69862  3.22866
C  -2.61341  4.95545  3.58148
N  -2.51790  3.71197  2.95638
C  0.98831  0.17770  -0.01798
O  1.69199  0.02125  0.96219
H  -0.46368  -4.74209  -2.14320
H  0.97292  -5.53231  -2.76764
H  0.44078  -5.85773  -1.06762
H  2.29775  -4.38706  -1.03176
H  0.08735  -4.09136  0.49989
H  1.44602  -2.98640  0.61626
H  -0.72577  -1.78763  0.56503
H  -0.98550  -2.44576  -1.07933
H  2.61427  -1.46759  -1.14837
H  2.00317  -0.71318  -2.60933
H  2.37190  -3.06753  -3.00417
H  0.67144  -2.76193  -3.07150
H  -1.06954  -0.50103  -2.33014
H  0.25080  3.46512  -0.02859
H  1.25446  2.61528  1.14518
H  0.22679  5.14949  1.89419
H  -1.34507  6.74457  3.51531
H  -3.42790  5.28205  4.20753
H  -3.18256  2.97283  3.04450

What are the natural (NBO) partial charges on each atom? They are as follows, in elementary charge units:
1 C -0.599
2 C -0.208
3 C -0.401
4 C -0.406
5 C 0.027
6 C -0.398
7 C -0.407
8 N -0.624
9 C 0.795
10 O -0.624
11 N -0.465
12 C -0.309
13 C 0.540
14 O -0.559
15 C 0.050
16 C -0.257
17 C -0.309
18 C -0.029
19 N -0.508
20 C 0.713
21 O -0.583
22 H 0.196
23 H 0.209
24 H 0.208
25 H 0.201
26 H 0.213
27 H 0.217
28 H 0.240
29 H 0.203
30 H 0.217
31 H 0.225
32 H 0.219
33 H 0.194
34 H 0.411
35 H 0.249
36 H 0.258
37 H 0.224
38 H 0.231
39 H 0.221
40 H 0.429

=====

Computed, not measured: a structure of composition C13H17IN2OOs in a non-equilibrium geometry, with ωB97M-V/def2-TZVPD.

## Properties
HOMO level (alpha / beta), hartree: -0.548 / -0.554
HOMO-LUMO gap (alpha / beta), eV: 6.5 / 5.2
2S+1: 5
Energy, Eh: -1077.9207
Net charge: +2

Atoms and positions in Å:
C  0.78441  0.58035  2.14875
C  0.44403  -0.81292  2.62155
H  1.65390  1.09341  2.67054
H  -0.98393  0.83162  3.86388
H  -0.10149  1.19899  2.35253
H  0.63828  -1.59975  1.89332
H  1.22070  -1.12653  3.38242
H  -0.57848  -0.93454  2.90916
C  0.10624  2.60176  -1.12247
C  0.10903  3.41927  -2.23642
C  -0.01155  2.87673  -3.52628
C  -0.19552  1.51140  -3.63102
H  0.22396  2.94667  -0.10573
H  0.25179  4.48673  -2.09596
H  0.04620  3.51876  -4.41067
H  -0.24477  1.00720  -4.59441
N  -0.00051  1.25798  -1.26999
C  -0.24725  0.70153  -2.50039
C  -0.38789  -0.69310  -2.45764
N  -0.22357  -1.18908  -1.20276
C  -0.42996  -2.52520  -0.98397
C  -0.67260  -2.91099  -3.37076
C  -0.65753  -3.39593  -2.05153
H  -0.36381  -2.84692  0.04818
H  -0.78901  -4.46617  -1.85910
C  -0.51732  -1.54719  -3.56825
H  -0.45331  -1.08815  -4.55211
H  -0.79848  -3.58768  -4.22607
Os  0.82292  0.13126  -0.04924
I  3.16669  -0.06328  0.28469
C  -0.31808  0.09290  5.54968
O  -1.27195  0.85012  4.80616
H  -0.07023  -0.85573  5.05657
H  -0.77151  -0.11234  6.52169
H  0.62063  0.64882  5.70566

What are the natural (NBO) partial charges on each atom? They are as follows, in elementary charge units:
1 C -0.540
2 C -0.697
3 H 0.264
4 H 0.430
5 H 0.216
6 H 0.224
7 H 0.293
8 H 0.259
9 C 0.061
10 C -0.191
11 C -0.077
12 C -0.164
13 H 0.251
14 H 0.275
15 H 0.277
16 H 0.256
17 N -0.526
18 C 0.154
19 C 0.162
20 N -0.561
21 C 0.087
22 C -0.085
23 C -0.197
24 H 0.238
25 H 0.276
26 C -0.168
27 H 0.252
28 H 0.275
29 Os 1.147
30 I 0.228
31 C -0.257
32 O -0.693
33 H 0.146
34 H 0.218
35 H 0.167

=====

Computed, not measured: a cluster of 2 separate species, C4H5N2 in total in a non-equilibrium geometry, with ωB97M-V/def2-TZVPD.

## Properties
HOMO level, hartree: -0.570
HOMO-LUMO gap, eV: 10.1
Energy, Eh: -264.5248
Net charge: +1

Atoms and positions in Å:
C  1.21631  0.09207  0.48605
C  1.23377  -3.08571  0.24697
C  -0.47665  1.79674  -0.01929
C  -0.92433  2.21834  -1.21350
N  0.48424  0.91700  0.19979
N  0.42422  -3.69890  0.81730
H  -1.05939  2.14478  0.81043
H  -0.43791  1.92754  -2.08591
H  -1.89770  2.85015  -1.22996
H  -0.23188  -4.32622  1.09494
H  1.66933  -0.83579  0.89319

What are the natural (NBO) partial charges on each atom? They are as follows, in elementary charge units:
1 C 0.453
2 C 0.251
3 C -0.159
4 C -0.190
5 N -0.203
6 N -0.664
7 H 0.265
8 H 0.219
9 H 0.261
10 H 0.445
11 H 0.322

=====

Computed, not measured: an isolated molecule of C4H9NOS in a non-equilibrium geometry, with ωB97M-V/def2-TZVPD.

## Properties
HOMO level, hartree: -0.313
HOMO-LUMO gap, eV: 9.3
SMILES string: CC(C)OC(N)=S
Energy, Eh: -685.9654
Net charge: 0

Atoms and positions in Å:
C  1.63584  -0.09980  1.38744
C  1.54540  -0.50151  -0.07167
C  1.92777  0.53507  -1.16113
O  0.14264  -1.05091  -0.22701
C  -1.05440  -0.31098  -0.05843
N  -2.08256  -1.14326  -0.09492
S  -1.22810  1.28960  0.12016
H  2.70290  0.34043  1.57009
H  0.92576  0.75050  1.74762
H  1.28606  -0.89611  2.04060
H  2.15213  -1.40531  -0.12229
H  1.94080  -0.05280  -2.16234
H  3.03086  0.61339  -0.98489
H  1.50168  1.48135  -1.22367
H  -2.91953  -0.68943  -0.46683
H  -1.86194  -2.10227  -0.41753

What are the natural (NBO) partial charges on each atom? They are as follows, in elementary charge units:
1 C -0.659
2 C 0.115
3 C -0.633
4 O -0.560
5 C 0.377
6 N -0.793
7 S -0.210
8 H 0.216
9 H 0.239
10 H 0.225
11 H 0.199
12 H 0.217
13 H 0.212
14 H 0.239
15 H 0.414
16 H 0.402